3 unconnected molecules or ions with the total composition C16H21F16O5PS, computed with the ωB97M-V functional and the def2-TZVPD basis.

SMILES string	FC(F)C(F)(F)COC(F)(F)C(F)F.FC(F)C(F)(F)COC(F)(F)C(F)F.CP(C)[C@H]1CCS(=O)(=O)OC1
HOMO level	-0.3037	Eh
LUMO	0.3	eV

```
! wB97M-V def2-TZVPD RIJCOSX def2/J DEFGRID3
* xyz 0 1
S -7.560 1.202 1.049
P -3.230 2.031 0.601
F 1.568 -2.873 -5.999
F 1.890 -3.309 -2.517
F 5.475 2.184 -0.654
F 6.160 -1.860 1.599
F -1.038 0.309 -2.123
F 8.218 -1.361 3.365
F 2.572 -1.518 -4.635
F -0.311 -1.705 -1.977
F 3.039 -4.156 -4.135
F 7.256 0.511 2.839
F 1.053 0.021 -0.305
F 6.513 0.453 0.112
F 5.735 -2.576 3.575
F 2.365 -0.602 -1.914
F 3.182 1.496 0.598
F 4.829 1.821 1.974
O 0.201 -0.444 -3.771
O -6.694 2.080 -0.054
O 4.699 -0.756 2.914
O -8.771 1.913 1.521
O -7.969 -0.131 0.529
C 0.216 -1.658 -4.543
C -5.705 1.193 -0.606
C -1.760 1.087 1.272
C 5.293 0.927 -0.177
C 7.067 -0.661 3.468
C -5.122 0.139 1.764
C -3.771 3.402 1.758
C 0.030 -0.475 -2.383
C 1.244 0.092 -1.640
C 4.359 0.969 1.038
C 3.998 -0.376 1.718
C 5.911 -1.455 2.850
C 1.835 -3.621 -3.822
C -6.361 0.858 2.391
C -4.599 0.729 0.395
C 1.561 -2.409 -4.720
H -5.328 -0.947 1.646
H -3.794 4.357 1.192
H 1.417 1.134 -1.918
H -4.301 0.209 2.514
H -6.134 1.778 2.961
H -6.907 0.193 3.095
H 6.870 -0.454 4.521
H 2.971 -0.246 2.064
H -1.179 0.682 0.421
H 3.950 -1.198 1.003
H 1.075 -4.394 -3.965
H -0.047 -1.317 -5.545
H -2.967 3.545 2.521
H -6.161 0.327 -1.136
H -4.729 3.240 2.283
H -1.097 1.773 1.839
H -2.025 0.200 1.897
H -4.074 -0.115 -0.113
H -0.594 -2.327 -4.253
H -5.184 1.770 -1.404
H 4.863 0.321 -0.980
*
```

Per-atom Löwdin charges, elementary charge units:
1. S 0.72
2. P 0.90
3. F 0.11
4. F 0.10
5. F 0.09
6. F 0.16
7. F 0.13
8. F 0.10
9. F 0.13
10. F 0.15
11. F 0.10
12. F 0.10
13. F 0.08
14. F 0.11
15. F 0.15
16. F 0.10
17. F 0.09
18. F 0.13
19. O 0.04
20. O -0.23
21. O 0.03
22. O -0.31
23. O -0.31
24. C -0.03
25. C -0.26
26. C -0.30
27. C -0.31
28. C -0.29
29. C -0.22
30. C -0.29
31. C -0.53
32. C -0.28
33. C -0.43
34. C -0.03
35. C -0.53
36. C -0.31
37. C -0.20
38. C -0.44
39. C -0.44
40. H 0.12
41. H 0.03
42. H 0.18
43. H 0.10
44. H 0.09
45. H 0.12
46. H 0.17
47. H 0.14
48. H 0.00
49. H 0.14
50. H 0.17
51. H 0.15
52. H 0.04
53. H 0.12
54. H 0.02
55. H 0.04
56. H 0.04
57. H 0.12
58. H 0.14
59. H 0.12
60. H 0.17

***

3 unconnected molecules or ions with the total composition C16H21F17NO3, computed with the ωB97M-V functional and the def2-TZVPD basis.

HOMO level	-0.0811	Eh
LUMO	2.3	eV

```
! wB97M-V def2-TZVPD RIJCOSX def2/J DEFGRID3
* xyz -1 1
F -1.145 -4.738 4.210
F -0.249 -2.101 4.789
F 1.806 -1.308 -5.413
F 0.483 -4.055 2.953
F -0.653 -3.438 -1.235
F 2.198 3.250 3.670
F -1.481 -2.162 0.321
F 3.271 3.433 1.514
F 2.950 1.132 1.804
F -0.883 -1.478 2.800
F 1.920 -0.257 3.109
F 1.080 -1.454 -0.410
F 2.553 5.193 0.467
F 0.275 3.860 -0.343
F 3.485 1.687 4.474
F 1.084 -2.229 1.617
F 0.469 3.998 1.819
O -1.619 -4.170 2.113
O -3.800 2.358 -2.012
O 0.715 1.332 2.124
N -0.677 1.422 -2.306
C 0.798 -0.691 -4.511
C -3.286 0.976 -2.252
C -0.539 -3.116 0.094
C -1.086 -2.412 3.763
C 0.545 1.706 -3.150
C -0.821 -3.832 3.247
C -0.895 -4.377 0.896
C -1.868 0.998 -3.137
C 0.788 1.888 0.808
C 1.011 3.406 0.721
C 1.476 0.390 -3.482
C 2.246 1.926 3.969
C 0.868 -2.577 0.328
C 2.458 3.836 0.511
C -3.105 0.174 -0.807
C 1.973 1.052 2.738
H 2.851 3.452 -0.435
H -2.043 1.666 -4.103
H 1.626 -3.309 0.031
H 2.501 0.750 -3.977
H -0.066 -0.111 -5.095
H -1.585 -4.957 0.269
H 0.217 -1.497 -3.850
H -4.801 2.335 -2.104
H -2.116 -2.313 4.117
H -4.054 0.351 -2.915
H -0.204 1.696 0.380
H 1.233 2.433 -2.499
H 1.475 1.326 0.164
H 0.301 2.323 -4.134
H -3.541 -0.922 -0.988
H -0.034 -5.040 1.039
H 1.510 1.732 4.755
H 1.809 -0.168 -2.481
H -1.988 0.026 -0.489
H -1.754 -0.121 -3.536
H -3.683 0.725 0.052
*
```

Per-atom Löwdin charges, elementary charge units:
1. F 0.13
2. F 0.09
3. F -0.17
4. F 0.12
5. F 0.10
6. F 0.08
7. F 0.11
8. F 0.07
9. F 0.12
10. F 0.09
11. F 0.12
12. F 0.09
13. F 0.08
14. F 0.10
15. F 0.08
16. F 0.07
17. F 0.11
18. O 0.03
19. O -0.15
20. O 0.02
21. N -0.18
22. C -0.18
23. C -0.36
24. C -0.42
25. C -0.26
26. C -0.36
27. C -0.48
28. C -0.05
29. C -0.32
30. C -0.06
31. C -0.43
32. C -0.21
33. C -0.26
34. C -0.28
35. C -0.29
36. C -0.10
37. C -0.48
38. H 0.17
39. H 0.10
40. H 0.17
41. H 0.10
42. H 0.11
43. H 0.15
44. H 0.11
45. H 0.09
46. H 0.17
47. H 0.12
48. H 0.13
49. H 0.07
50. H 0.14
51. H 0.09
52. H 0.07
53. H 0.14
54. H 0.17
55. H 0.09
56. H 0.05
57. H 0.07
58. H 0.07

***

7 unconnected molecules or ions with the total composition C16H21F4N2O18, computed with the ωB97M-V functional and the def2-TZVPD basis.

energy relative to the best compared isomer or geometry (same formula, charge and spin)	45.6	kcal/mol
HOMO level	-0.1296	Eh
LUMO	1.6	eV

```
! wB97M-V def2-TZVPD RIJCOSX def2/J DEFGRID3
* xyz -1 1
F 1.419 7.252 1.052
F -9.698 3.221 -0.541
F 5.515 -0.315 8.406
F 4.752 -5.204 -2.417
O 2.596 8.779 -0.214
O -7.857 2.253 0.013
O 5.523 -4.689 -4.365
O -2.835 0.093 -7.243
O -6.291 1.213 1.277
O -4.117 -1.609 -7.388
O 6.380 -6.348 -5.707
O 0.953 0.687 -3.164
O 3.920 -1.837 4.564
O 4.868 -0.640 6.279
O 4.210 8.041 0.961
O 4.214 -6.371 -4.991
O -8.573 0.759 1.441
O 0.260 -5.828 1.463
O 2.837 -1.284 6.544
O 2.135 2.320 -2.592
O -1.166 -4.529 0.550
O 4.403 10.153 0.290
N -0.770 -5.185 1.539
N -3.548 -0.739 -6.690
C 4.408 -4.632 -3.512
C 3.378 -5.556 -4.275
C 5.450 -5.815 -5.142
C 3.710 6.851 0.458
C 4.512 -0.145 7.531
C -9.699 1.294 0.786
C -9.157 2.038 -0.436
C -3.861 -0.621 -5.221
C -1.583 -5.081 2.751
C 1.417 1.390 -2.291
C 1.003 1.116 -0.860
C 3.763 9.070 0.334
C 3.347 -1.018 7.847
C 2.362 7.404 0.022
C -7.478 1.435 0.988
C 3.908 -1.354 5.688
H 3.553 -1.916 8.430
H -1.836 -6.070 3.135
H -10.315 0.428 0.543
H -3.292 -1.383 -4.689
H -9.297 1.490 -1.367
H -3.585 0.399 -4.953
H -4.895 -0.891 -5.004
H 4.275 6.462 -0.389
H -10.310 1.893 1.461
H 2.745 -4.960 -4.933
H 1.706 0.520 -0.278
H -2.396 -4.394 2.515
H 0.952 2.060 -0.317
H 3.973 -3.659 -3.285
H 4.163 0.885 7.611
H 3.652 6.081 1.227
H 2.686 -6.104 -3.636
H -0.029 0.767 -0.833
H 1.950 6.927 -0.867
H 2.593 -0.560 8.487
H -0.901 -4.539 3.406
*
```

Per-atom Löwdin charges, elementary charge units:
1. F 0.03
2. F 0.11
3. F 0.09
4. F 0.13
5. O 0.16
6. O 0.15
7. O 0.13
8. O 0.06
9. O 0.13
10. O 0.01
11. O 0.15
12. O -0.09
13. O 0.16
14. O 0.15
15. O 0.09
16. O 0.06
17. O 0.07
18. O 0.06
19. O 0.06
20. O -0.09
21. O 0.04
22. O 0.10
23. N -0.44
24. N -0.41
25. C -0.35
26. C -0.09
27. C -0.49
28. C -0.05
29. C -0.34
30. C -0.07
31. C -0.35
32. C 0.05
33. C 0.03
34. C -0.92
35. C -0.06
36. C -0.57
37. C -0.08
38. C -0.24
39. C -0.50
40. C -0.50
41. H 0.14
42. H 0.10
43. H 0.13
44. H 0.10
45. H 0.18
46. H 0.10
47. H 0.09
48. H 0.15
49. H 0.14
50. H 0.13
51. H 0.06
52. H 0.10
53. H 0.04
54. H 0.18
55. H 0.18
56. H 0.15
57. H 0.14
58. H 0.05
59. H 0.17
60. H 0.14
61. H 0.11

***

3 unconnected molecules or ions with the total composition C16H21N2O14P2, computed with the ωB97M-V functional and the def2-TZVPD basis.

HOMO level	-0.4083	Eh
LUMO	-4.1	eV

```
! wB97M-V def2-TZVPD RIJCOSX def2/J DEFGRID3
* xyz 1 1
P -1.663 -0.132 0.085
P 2.396 0.009 -0.395
O 3.328 3.523 4.363
O 1.432 1.329 -0.717
O -0.647 0.168 1.165
O -4.047 -1.627 -3.627
O -3.159 -0.433 0.755
O -0.116 -2.730 0.959
O -4.130 2.405 -7.051
O 3.344 -0.570 7.712
O -5.204 -2.050 -6.043
O -1.882 1.198 -0.932
O 4.469 3.890 6.787
O 3.734 0.112 -1.428
O 2.282 -0.964 5.261
O -2.905 2.798 -4.676
N 2.938 0.096 1.078
N 0.255 -1.377 -1.590
C 2.775 1.264 4.729
C 1.460 -1.619 -0.725
C 3.938 2.693 6.468
C 1.238 -2.497 0.566
C -1.063 -1.582 -0.930
C -3.436 0.598 -4.081
C -4.670 -0.846 -5.753
C -4.043 -0.688 -4.409
C 3.950 1.672 7.329
C -3.462 1.606 -4.957
C -1.001 -2.949 -0.132
C 3.368 0.382 6.956
C -4.113 1.459 -6.293
C 3.335 2.562 5.110
C -4.702 0.161 -6.630
C 2.789 0.243 5.588
H 1.272 1.789 0.128
H -2.011 -3.143 0.312
H 2.413 -1.521 6.049
H 2.356 1.176 3.735
H -5.155 0.061 -7.607
H -3.333 0.336 1.328
H 4.333 4.452 6.003
H -1.830 -1.746 -1.745
H 3.519 -0.234 -2.310
H -0.752 -3.832 -0.774
H 0.294 -2.032 -2.385
H 4.382 1.755 8.316
H 1.764 -2.105 1.476
H 0.238 -0.442 -2.030
H -2.970 0.694 -3.109
H 3.962 0.142 1.078
H 1.703 -3.509 0.381
H -3.060 3.350 -5.465
H -5.056 -2.599 -5.253
H 2.182 -2.198 -1.370
H -1.035 1.500 -1.302
*
```

Per-atom Löwdin charges, elementary charge units:
1. P 0.64
2. P 0.65
3. O 0.11
4. O -0.19
5. O -0.28
6. O 0.08
7. O -0.11
8. O -0.13
9. O 0.14
10. O 0.12
11. O 0.11
12. O -0.15
13. O 0.11
14. O -0.15
15. O 0.10
16. O 0.11
17. N -0.14
18. N 0.06
19. C 0.07
20. C -0.22
21. C -0.23
22. C -0.15
23. C -0.24
24. C 0.06
25. C -0.23
26. C -0.32
27. C 0.08
28. C -0.22
29. C -0.14
30. C -0.32
31. C -0.31
32. C -0.32
33. C 0.09
34. C -0.23
35. H 0.09
36. H 0.15
37. H 0.11
38. H 0.11
39. H 0.14
40. H 0.10
41. H 0.12
42. H 0.15
43. H 0.07
44. H 0.15
45. H 0.19
46. H 0.14
47. H 0.14
48. H 0.16
49. H 0.10
50. H 0.02
51. H 0.14
52. H 0.12
53. H 0.12
54. H 0.15
55. H 0.06

***

| no. | calculated total energy (hartree) | maximum force (eV/A) |
| --- | --- | --- |
| 1 | -3335.8127 | 4.87 |
| 2 | -2600.3132 | 2.74 |
| 3 | -2485.3997 | 6.28 |
| 4 | -2467.6861 | 4.54 |